[1]
Here is 12 unconnected molecules or ions with the total composition C24H48Cl24 in a non-equilibrium geometry from OMol25. Energies are from ωB97M-V/def2-TZVPD.

Its HOMO energy is -0.3769 Ha. The LUMO energy comes out at 0.1 eV. The SMILES is ClCCCl.ClCCCl.ClCCCl.ClCCCl.ClCCCl.ClCCCl.ClCCCl.ClCCCl.ClCCCl.ClCCCl.ClCCCl.ClCCCl. The strongest force on any atom comes out at 1.56 eV/Å. As for the charge: 0. The relative energy (zero: lowest compared OMol25 entry of this formula, charge and spin) comes out at 2.12 kcal/mol.

The geometry in XYZ format:
```
96
Properties=species:S:1:pos:R:3:forces:R:3
Cl 2.53481 -2.82566 6.67044 0.49 -0.25 0.48
C 1.24109 -2.00383 5.84289 -0.75 0.50 -1.28
C 0.11137 -2.93708 5.44016 0.15 0.19 0.49
Cl -0.86010 -3.52252 6.81534 -0.04 -0.03 0.28
H 1.63532 -1.61972 4.89711 0.19 -0.15 0.05
H 0.92805 -1.10439 6.36800 -0.16 -0.31 0.41
H 0.53141 -3.82508 4.97647 -0.11 0.07 -0.26
H -0.59532 -2.41630 4.79994 0.15 -0.03 -0.21
Cl -0.65192 2.12204 4.17126 -0.36 -0.16 0.09
C 0.87982 2.42746 3.34858 0.54 0.19 -0.24
C 1.94225 1.37998 3.64877 -0.42 0.65 -0.73
Cl 2.36656 1.30833 5.35653 0.15 -0.07 0.28
H 1.20551 3.43429 3.60611 0.06 -0.11 0.29
H 0.69284 2.45455 2.27695 -0.10 -0.23 0.01
H 2.82508 1.68505 3.08646 0.11 -0.10 0.11
H 1.62657 0.40814 3.28083 -0.04 -0.12 0.29
Cl 0.39080 2.83827 -5.41842 -0.06 0.05 -0.07
C 2.13336 2.41782 -5.32317 -0.77 0.10 0.56
C 2.26407 0.98993 -4.85572 0.65 -0.20 0.02
Cl 1.89799 0.80443 -3.11512 -0.11 0.16 0.17
H 2.54881 3.09455 -4.57987 0.22 0.00 -0.13
H 2.55742 2.61234 -6.30220 0.12 -0.23 -0.03
H 3.29894 0.66056 -4.94831 -0.05 -0.01 -0.15
H 1.60599 0.29387 -5.36442 0.01 0.11 -0.23
Cl 4.77406 -2.98156 -0.80494 0.32 -0.48 -0.22
C 4.10011 -1.97668 0.46779 -1.23 0.68 0.20
C 4.37685 -2.50573 1.85718 0.88 -0.54 -0.37
Cl 3.86905 -1.38802 3.13335 -0.12 0.16 -0.07
H 3.01824 -1.96245 0.32277 0.07 -0.04 -0.03
H 4.42964 -0.95752 0.27687 0.26 -0.04 0.35
H 5.44340 -2.68660 1.98960 -0.03 0.09 0.05
H 3.86928 -3.45788 1.98609 -0.12 0.09 0.11
Cl -3.02388 0.80238 -4.57828 0.23 -0.55 -0.31
C -1.87979 -0.25255 -3.66169 -0.65 0.25 0.28
C -1.44755 -1.40791 -4.51885 1.00 -0.28 0.68
Cl -0.39264 -2.45729 -3.45227 -0.21 0.18 -0.29
H -2.40345 -0.60957 -2.77533 -0.14 -0.04 -0.14
H -1.07567 0.39192 -3.31559 0.25 -0.12 -0.30
H -0.78722 -1.10619 -5.32439 -0.25 0.05 -0.22
H -2.25888 -2.04491 -4.84709 -0.12 0.14 -0.08
Cl -5.47398 -0.51951 1.74836 -0.27 0.48 0.38
C -4.47212 0.78173 2.41825 0.72 0.87 0.05
C -4.31701 0.73098 3.92086 -0.52 -0.14 0.54
Cl -3.66339 -0.84245 4.44422 0.33 0.03 0.07
H -4.84527 1.75724 2.09824 -0.46 -0.19 0.12
H -3.48848 0.74777 1.94750 -0.02 -0.43 0.08
H -5.23980 0.84071 4.49170 -0.25 -0.08 -0.48
H -3.69035 1.53540 4.30511 0.38 -0.13 -0.39
Cl -2.93643 1.64632 -0.81367 0.13 -0.18 0.20
C -3.21009 2.74574 -2.18159 -0.10 0.38 -0.38
C -3.52868 4.17348 -1.78452 -0.73 -0.59 0.52
Cl -4.84496 4.21474 -0.55210 0.13 0.01 0.20
H -4.00602 2.31289 -2.78184 0.00 0.08 0.25
H -2.29737 2.72428 -2.77728 -0.06 0.14 0.02
H -4.04007 4.66892 -2.60302 0.72 0.22 -0.34
H -2.66015 4.67670 -1.37546 -0.09 0.26 -0.11
Cl -0.14466 -1.58892 2.09334 -0.37 0.07 -0.12
C -0.83677 -0.75554 0.65258 0.55 -0.02 0.05
C 0.29503 -0.43092 -0.32609 -1.23 -0.59 0.19
Cl 1.58966 0.43913 0.51210 0.22 0.16 -0.41
H -1.36388 0.14025 0.96892 0.12 0.02 0.23
H -1.53463 -1.46700 0.21666 0.07 0.20 -0.10
H -0.09684 0.17537 -1.14203 0.10 0.17 0.11
H 0.62660 -1.37457 -0.75815 0.56 0.17 0.08
Cl -5.03094 -2.50643 -3.41919 0.09 -0.19 -0.37
C -5.52583 -2.67805 -1.74034 -0.68 0.00 1.02
C -4.49025 -2.11920 -0.78823 -0.28 -0.32 -0.28
Cl -2.98606 -3.10327 -0.83787 -0.14 0.11 -0.23
H -5.80581 -3.69502 -1.46290 0.47 -0.21 -0.48
H -6.46566 -2.13226 -1.62920 0.22 0.32 0.01
H -4.81932 -2.15929 0.24575 -0.05 -0.12 -0.33
H -4.30507 -1.08388 -1.06936 0.46 -0.03 0.16
Cl 4.01233 3.59256 1.25261 -0.17 -0.14 0.04
C 5.05944 2.24623 0.73379 0.24 -0.34 -0.10
C 4.73458 1.76614 -0.65940 -0.41 0.36 -0.70
Cl 5.00277 3.06156 -1.87668 0.14 0.07 -0.07
H 4.95138 1.41289 1.43009 -0.17 0.10 0.10
H 6.07714 2.61857 0.81065 0.04 -0.05 -0.13
H 3.68971 1.50035 -0.81247 0.04 -0.05 0.41
H 5.32901 0.92199 -1.00295 0.25 0.01 0.36
Cl -0.45172 4.15214 0.34146 -0.11 -0.02 0.13
C 0.80191 3.66325 -0.82292 0.17 -0.22 -0.19
C 1.39841 4.86061 -1.51733 0.55 -0.10 0.28
Cl 0.26380 5.61135 -2.64163 -0.30 0.19 -0.24
H 0.35587 2.96244 -1.52792 -0.10 0.13 -0.06
H 1.56336 3.11315 -0.27380 0.06 0.19 0.07
H 2.28903 4.58400 -2.08197 -0.11 -0.22 -0.03
H 1.71829 5.60989 -0.79502 -0.17 0.02 0.02
Cl -0.59246 -6.24832 -2.27308 -0.07 0.14 0.14
C 0.17772 -6.15257 -0.65872 0.24 -0.02 -0.17
C 0.53760 -4.71746 -0.33033 0.12 -0.39 0.06
Cl 1.49464 -4.72289 1.18883 -0.03 0.00 -0.02
H 1.10086 -6.72134 -0.73263 -0.09 -0.15 0.10
H -0.48995 -6.60722 0.06550 -0.02 0.06 0.03
H -0.32968 -4.08885 -0.15417 0.01 0.09 -0.16
H 1.19232 -4.35026 -1.11649 -0.13 0.32 0.04
```
Positions in Å, forces in eV/Å.

Atomic partial charges in e from the Mulliken method, atoms 1 to 2: -0.195 0.438

***

[2]
Here is 6 unconnected molecules or ions with the total composition C24H48FN2O8PS in a non-equilibrium geometry from OMol25. Energies are from ωB97M-V/def2-TZVPD.

Its HOMO energy is -0.3386 Ha. The LUMO energy comes out at -2.3 eV. The SMILES is C=CCc1cc(F)c(P(=O)(O)O)c2nsnc12.CC(C)O.CC(C)O.CC(C)O.CC(C)O.CC(C)O. The strongest force on any atom comes out at 6.85 eV/Å. As for the charge: 0. The relative energy (zero: lowest compared OMol25 entry of this formula, charge and spin) comes out at 0.00 kcal/mol.

The geometry in XYZ format:
```
85
Properties=species:S:1:pos:R:3:forces:R:3
C 8.42275 2.27407 -0.05696 1.09 2.53 -2.71
C 8.74807 3.38534 -0.99145 -0.90 -3.07 2.38
C 7.91271 4.82237 -1.09152 0.04 -1.05 0.39
C 6.30806 4.57884 -0.79648 -2.57 0.54 1.36
C 5.47048 5.44428 0.33922 -0.45 -2.69 -2.33
C 3.87917 5.13340 0.63510 -0.09 -2.69 -2.62
F 3.07770 5.86529 1.64564 3.15 -2.50 -3.59
C 3.17437 3.94043 -0.24596 1.80 1.13 -0.04
P 1.31932 3.40634 0.01697 -2.59 0.98 3.73
O 0.52568 4.40139 0.95601 2.94 -3.57 -3.84
O 1.42789 1.86430 0.89224 1.33 2.13 -3.50
O 0.50574 3.02519 -1.48861 3.01 1.56 2.02
C 3.96847 3.07119 -1.43373 0.56 0.69 0.54
N 3.32971 1.98427 -2.28215 5.34 3.91 1.76
S 4.66812 1.51459 -3.30700 0.72 3.25 3.24
N 6.04461 2.51862 -2.79578 -4.09 1.73 3.22
C 5.55040 3.42558 -1.68204 -2.26 -1.97 -1.12
H 8.94322 1.21656 -0.22825 -1.01 2.70 0.55
H 7.65682 2.35029 0.82502 1.39 -0.02 -2.09
H 9.66464 3.20015 -1.73311 -2.44 0.58 1.59
H 8.07264 5.21635 -2.19723 -0.50 -0.69 2.44
H 8.36071 5.56859 -0.29365 -1.08 -1.38 -1.78
H 6.01484 6.29454 0.95225 -1.24 -2.06 -1.47
H 2.11402 1.31208 0.38572 -1.41 0.89 0.97
H 1.01902 3.48378 -2.21660 -0.77 -0.75 0.98
C 0.25482 -0.24967 -2.04322 0.19 0.22 0.16
C -0.25669 -0.55644 -3.44178 -0.38 -0.26 0.63
C -1.75638 -0.32903 -3.54557 -0.22 0.12 -0.26
O 0.03888 -1.91248 -3.76583 0.13 -0.28 -0.18
H -0.21828 -0.90232 -1.30093 -0.13 0.04 -0.13
H 1.33346 -0.42960 -1.97995 -0.08 0.08 -0.09
H 0.05669 0.79135 -1.76998 0.05 -0.24 -0.01
H 0.26278 0.07528 -4.17043 0.03 -0.25 -0.02
H -2.30080 -0.98449 -2.85654 0.15 0.10 0.10
H -2.11252 -0.56557 -4.55403 0.11 0.09 0.09
H -2.01485 0.70961 -3.31738 -0.01 -0.10 0.00
H -0.41826 -2.48083 -3.12383 0.15 0.32 -0.22
C -2.46914 -2.76409 2.12260 0.30 -0.12 0.16
C -2.66840 -1.79694 0.96647 -0.56 -0.26 0.27
C -3.96631 -1.01869 1.11249 -0.11 0.32 -0.10
O -2.68900 -2.52394 -0.25919 0.09 -0.15 -0.35
H -3.27942 -3.50077 2.16145 -0.07 0.17 -0.01
H -1.53725 -3.32612 1.99785 -0.08 0.15 0.02
H -2.43297 -2.23370 3.07916 -0.02 -0.08 -0.07
H -1.82453 -1.10011 0.91996 -0.06 -0.16 -0.20
H -4.82969 -1.69349 1.11552 0.13 -0.07 0.13
H -4.10251 -0.33559 0.26714 0.12 -0.03 0.14
H -3.97508 -0.43596 2.03876 -0.04 -0.05 -0.09
H -3.43528 -3.14538 -0.22687 0.28 0.29 0.06
C -8.48848 -4.77086 2.68344 -0.01 -0.39 0.03
C -7.21663 -3.94037 2.74993 -0.64 0.38 -0.12
C -7.47774 -2.57538 3.36652 0.28 0.12 0.20
O -6.69311 -3.77229 1.43506 0.21 -0.01 -0.32
H -9.24509 -4.27989 2.06115 0.06 0.09 0.13
H -8.28792 -5.74583 2.22623 0.01 0.12 0.12
H -8.90760 -4.93154 3.68152 0.00 0.02 -0.12
H -6.46057 -4.47156 3.33821 0.04 0.06 -0.26
H -8.19853 -2.00656 2.76845 -0.06 -0.15 0.05
H -6.55617 -1.98412 3.39660 -0.13 -0.12 0.10
H -7.86657 -2.67021 4.38508 0.04 0.10 -0.10
H -7.35788 -3.30145 0.90540 0.26 -0.20 0.28
C -6.89639 -1.75560 8.05606 -0.24 -0.28 0.01
C -5.86695 -1.49024 6.96906 -0.05 0.51 0.50
C -4.56392 -0.97026 7.55497 0.35 -0.09 -0.12
O -6.38671 -0.53298 6.04998 -0.10 0.11 -0.20
H -7.13698 -0.83586 8.60098 0.16 -0.05 -0.01
H -7.83316 -2.11762 7.61872 0.17 -0.01 0.04
H -6.53270 -2.50023 8.77083 -0.07 0.09 -0.03
H -5.67683 -2.41235 6.40923 -0.10 0.22 -0.12
H -4.72180 -0.02266 8.08214 -0.09 -0.13 0.04
H -3.83673 -0.77201 6.76019 -0.11 -0.10 0.10
H -4.13026 -1.69131 8.25474 -0.02 0.11 -0.04
H -6.55863 0.28924 6.53839 0.10 -0.38 -0.19
C 6.26263 0.95244 -7.97789 0.06 0.31 -0.19
C 7.20479 0.33288 -6.95800 -0.62 -0.32 -0.12
C 7.14193 -1.18571 -6.99637 0.28 -0.23 0.06
O 6.85365 0.78727 -5.65360 -0.04 0.14 0.32
H 5.22348 0.67154 -7.77289 0.11 -0.13 -0.02
H 6.30931 2.04580 -7.93044 0.07 -0.16 -0.03
H 6.51653 0.63473 -8.99388 -0.08 0.04 0.09
H 8.23009 0.66403 -7.15534 -0.14 0.05 0.24
H 6.13395 -1.54244 -6.75657 0.01 0.11 -0.13
H 7.81587 -1.61771 -6.24872 -0.04 0.10 -0.15
H 7.42219 -1.56757 -7.98292 -0.06 0.00 0.11
H 5.94450 0.49779 -5.46973 0.42 0.02 -0.26
```
Positions in Å, forces in eV/Å.

Atomic partial charges in e from the Mulliken method, atoms 1 to 2: -0.578 -0.167

***

[3]
Here is 7 unconnected molecules or ions with the total composition C24H48FO18 in a non-equilibrium geometry from OMol25. Energies are from ωB97M-V/def2-TZVPD.

Its HOMO energy is -0.1688 Ha. The LUMO energy comes out at 2.6 eV. The strongest force on any atom comes out at 2.46 eV/Å. As for the charge: -1. The relative energy (zero: lowest compared OMol25 entry of this formula, charge and spin) comes out at 23.78 kcal/mol.

The geometry in XYZ format:
```
91
Properties=species:S:1:pos:R:3:forces:R:3
F -0.04494 -0.33093 0.39697 0.03 0.78 0.42
C 1.93672 -2.30536 -6.09471 0.21 0.19 -0.15
C 1.12454 -2.24928 -4.81852 0.62 -0.65 0.44
O 0.72804 -0.90374 -4.66309 -0.46 0.28 -0.61
C -0.09723 -0.52982 -3.66507 1.20 -0.22 0.80
O -0.57241 -1.22670 -2.82478 -0.60 -0.30 -0.40
O -0.12078 0.79871 -3.71991 -0.57 0.61 -0.74
C -0.75754 1.48337 -2.65573 0.17 0.50 1.25
H 1.40362 -1.81921 -6.91353 -0.20 -0.30 -0.05
H 2.18036 -3.33939 -6.34226 -0.11 0.00 -0.12
H 2.87905 -1.75646 -6.02938 0.00 0.00 0.31
H 1.72803 -2.53924 -3.95543 0.02 0.11 0.02
H 0.32361 -2.99232 -4.84185 -0.48 0.50 -0.12
H -1.77235 1.17720 -2.40498 0.09 -0.56 -0.32
H -0.81263 2.54972 -2.87461 0.24 -0.11 -0.52
H -0.13349 1.37561 -1.76669 -0.25 -0.23 0.22
C -2.20651 -1.52115 3.13926 0.68 0.06 -0.18
C -3.43150 -1.58816 2.23822 0.20 -0.05 1.10
O -3.90114 -2.94780 2.14152 -0.80 0.00 -0.56
C -3.15047 -3.84197 1.49597 -0.13 -0.54 1.59
O -2.03830 -3.69789 1.11878 0.33 0.19 -0.87
O -3.75650 -5.06020 1.50177 0.45 -0.24 -0.25
C -4.84847 -5.32239 2.37648 -0.27 0.60 -0.71
H -1.30081 -1.50502 2.52898 0.03 0.10 0.04
H -2.14226 -2.38400 3.80525 -0.22 -0.14 -0.12
H -2.21271 -0.65605 3.80509 -0.12 0.18 -0.26
H -3.25672 -1.15454 1.25819 0.05 -0.24 -0.04
H -4.25771 -1.08536 2.74154 -0.12 0.04 -0.33
H -5.03843 -6.39062 2.31158 0.14 -0.02 0.13
H -5.71480 -4.78988 1.97817 -0.18 -0.04 0.37
H -4.63643 -4.99527 3.39299 -0.03 -0.11 0.01
C 0.12863 1.36594 3.26267 0.71 0.96 -0.83
C 0.22131 2.34731 2.07482 -0.75 -2.05 -0.85
O 0.65618 3.65180 2.43385 0.13 0.43 0.76
C 0.49989 4.61538 1.54352 -0.31 -0.51 -0.41
O 0.13734 4.47771 0.40232 -0.04 0.25 -0.02
O 0.78968 5.77777 2.13073 0.24 -0.09 0.38
C 0.45576 6.97787 1.45276 0.54 0.20 0.14
H 0.94582 1.58213 3.95338 -0.34 0.02 0.43
H 0.29009 0.36466 2.86355 -0.33 0.03 -0.18
H -0.87593 1.44937 3.66967 0.23 -0.09 0.59
H -0.77821 2.33877 1.63849 0.09 0.66 -0.05
H 0.81664 1.90949 1.27100 0.32 0.19 0.13
H 1.17599 7.24038 0.67498 -0.08 -0.38 -0.18
H 0.59445 7.72169 2.23649 -0.51 0.18 -0.14
H -0.54890 6.92945 1.03856 -0.01 0.13 0.08
C 6.76435 -3.96228 0.58149 -0.42 0.19 0.10
C 5.32732 -3.73423 1.01742 -0.72 0.77 -1.09
O 5.19823 -2.37933 1.44497 1.65 0.55 0.68
C 4.00215 -1.81601 1.57772 -0.35 -0.44 -0.27
O 2.97839 -2.31836 1.21890 -0.29 0.08 0.23
O 4.17483 -0.62655 2.16226 0.16 0.00 0.00
C 2.98827 0.01642 2.61277 -0.84 0.15 0.47
H 7.42443 -3.87079 1.44266 0.22 -0.25 -0.14
H 7.05666 -3.23050 -0.17211 -0.10 0.21 0.15
H 6.83218 -4.92420 0.07305 0.16 -0.21 0.39
H 4.97238 -4.37980 1.81980 0.10 -0.20 -0.10
H 4.67004 -3.79709 0.14620 -0.13 -0.59 0.14
H 2.49834 -0.55858 3.40265 0.14 -0.27 -0.11
H 2.23235 0.17501 1.84108 0.21 -0.20 -0.26
H 3.27340 0.96014 3.07542 0.27 0.03 -0.29
C 2.74885 2.36341 -1.67695 0.98 -0.44 -0.19
C 2.98954 1.10883 -0.81796 -2.15 1.05 0.59
O 3.95865 0.27727 -1.41921 0.41 -0.47 -0.38
C 3.59522 -0.86452 -2.02667 0.82 0.31 0.83
O 2.53620 -1.39670 -2.05714 -0.66 0.12 -0.25
O 4.73807 -1.39399 -2.53195 0.03 0.24 0.11
C 4.60064 -2.69998 -3.03654 0.08 -1.03 -0.22
H 1.97865 3.04302 -1.31601 -0.06 -0.23 0.29
H 2.51943 2.08946 -2.70856 -0.22 -0.13 0.06
H 3.70203 2.89807 -1.72074 -0.08 0.24 -0.04
H 2.03446 0.62249 -0.57235 0.05 -0.63 -0.61
H 3.30540 1.40450 0.18497 0.77 -0.02 -0.22
H 4.21695 -2.72050 -4.05847 -0.04 0.19 0.01
H 3.96310 -3.34480 -2.42835 -0.21 0.35 0.12
H 5.58243 -3.17444 -3.02873 0.15 0.33 -0.08
C -7.32476 4.10305 0.35754 -0.31 0.03 -0.17
C -7.36186 2.67911 -0.19074 0.44 0.15 0.07
O -6.06652 2.25492 -0.64524 -0.66 0.30 0.22
C -5.19014 1.89222 0.28615 1.58 -0.82 -0.60
O -5.33528 1.76385 1.47252 -0.66 0.40 0.11
O -4.06810 1.60940 -0.38844 -0.82 0.66 0.41
C -2.88732 1.31067 0.33245 1.61 -1.68 -0.63
H -8.34836 4.39067 0.60741 0.05 -0.04 0.35
H -6.97433 4.89302 -0.30809 0.14 -0.41 -0.43
H -6.67828 4.13362 1.23357 -0.22 -0.05 0.16
H -7.97913 2.51914 -1.07208 -0.19 0.36 0.07
H -7.70941 2.01567 0.60216 0.06 -0.08 -0.02
H -2.07594 1.96258 0.00947 -0.32 0.44 0.32
H -2.53256 0.34319 -0.04142 0.05 0.04 0.02
H -2.93953 1.16131 1.40812 -0.55 0.67 0.01
```
Positions in Å, forces in eV/Å.

Atomic partial charges in e from the Mulliken method, atoms 1 to 2: -0.835 -1.420

***

Which formula does entry 2 have?
C24H48FN2O8PS